Density functional theory data (the ωB97M-V functional and the def2-TZVPD basis) for 10 unconnected molecules or ions with the total composition C52H110F12N6O8 in a non-equilibrium geometry.

Each line ends with the Löwdin charge.
Atoms and positions in Å:
C 9.14496 12.64347 -0.34075  -0.080
C 8.11465 13.63872 -0.96091  -0.211
N 8.60317 15.06696 -1.05947  -0.155
C 9.84004 15.21774 -1.90160  -0.258
C 9.77382 14.85286 -3.37582  -0.080
C 7.61017 16.08130 -1.53542  -0.253
C 6.36328 16.22437 -0.63999  -0.098
H 9.21706 12.78695 0.73735  0.070
H 10.15727 12.78803 -0.71817  0.046
H 8.91547 11.59261 -0.51716  0.057
H 7.85690 13.28564 -1.95941  0.093
H 7.20528 13.56857 -0.36405  0.097
H 10.09194 16.27373 -1.80403  0.096
H 10.71673 14.75032 -1.45322  0.085
H 8.86474 15.21527 -3.85574  0.064
H 10.57562 15.28737 -3.97283  0.054
H 9.78445 13.77421 -3.53232  0.050
H 7.35053 15.84745 -2.56790  0.096
H 8.07924 17.06502 -1.51656  0.106
H 5.69698 15.36391 -0.70123  0.058
H 5.92648 17.17190 -0.95543  0.064
H 6.59543 16.31821 0.42086  0.070
C 18.45174 15.57107 -6.18525  -0.079
C 18.31643 14.77692 -4.83782  -0.196
N 19.50375 15.04767 -3.97492  -0.199
C 19.29667 14.52602 -2.63427  -0.233
C 18.29641 15.42921 -1.89525  -0.075
C 20.70341 14.54499 -4.58225  -0.275
C 21.95732 14.95688 -3.83921  -0.101
H 17.53524 15.59164 -6.77493  0.059
H 19.29550 15.23261 -6.78659  0.049
H 18.56025 16.62555 -5.93150  0.066
H 17.44114 15.12484 -4.28927  0.078
H 18.16657 13.71982 -5.05732  0.114
H 19.03688 13.46750 -2.64638  0.106
H 20.21507 14.56518 -2.04851  0.101
H 17.26446 15.11045 -2.04211  0.043
H 18.38649 15.39848 -0.80941  0.067
H 18.29092 16.47366 -2.20704  0.075
H 20.87741 14.81430 -5.62403  0.104
H 20.55375 13.46604 -4.54259  0.089
H 22.29951 14.39531 -2.96993  0.062
H 21.94102 16.01132 -3.56356  0.076
H 22.79864 14.87657 -4.52756  0.063
C 25.06018 8.97049 -4.74845  -0.100
C 23.84696 8.68216 -5.63166  -0.266
N 22.83142 9.72937 -5.47736  -0.154
C 22.19187 9.80712 -4.10180  -0.238
C 21.30899 11.01410 -3.93516  -0.105
C 21.73025 9.47917 -6.42989  -0.261
C 22.11839 9.69560 -7.91777  -0.088
H 25.41082 9.98821 -4.91992  0.073
H 25.86367 8.25479 -4.92242  0.067
H 24.85089 9.06387 -3.68282  0.053
H 24.25725 8.66019 -6.64125  0.103
H 23.44023 7.69422 -5.41568  0.111
H 21.63575 8.90905 -3.83292  0.096
H 22.88053 9.86013 -3.25856  0.100
H 20.40457 11.02141 -4.54349  0.057
H 21.07827 11.22742 -2.89143  0.077
H 21.93195 11.84758 -4.25972  0.070
H 20.96773 10.25011 -6.31888  0.088
H 21.30492 8.48993 -6.26081  0.112
H 21.21066 9.60867 -8.51491  0.061
H 22.73339 8.92107 -8.37600  0.056
H 22.50588 10.69901 -8.09414  0.076
C 14.08342 9.54347 -0.00652  -0.089
C 13.22426 8.52042 0.67172  -0.261
N 11.74761 8.66121 0.57476  -0.150
C 11.39546 8.36034 -0.84231  -0.260
C 9.93361 8.08111 -0.98001  -0.111
C 11.22255 9.95115 1.06955  -0.271
C 11.55774 10.21592 2.49337  -0.100
H 15.14395 9.32681 0.12167  0.080
H 13.89694 10.56978 0.30973  0.076
H 13.88381 9.55908 -1.07797  0.045
H 13.53458 7.54382 0.30014  0.109
H 13.45762 8.48310 1.73579  0.097
H 11.83631 7.43699 -1.21806  0.116
H 11.66754 9.17913 -1.50839  0.091
H 9.33668 8.99249 -0.94601  0.049
H 9.50614 7.46688 -0.18749  0.079
H 9.74965 7.58186 -1.93134  0.067
H 11.45106 10.83253 0.47034  0.106
H 10.16807 9.68034 1.01625  0.102
H 11.26972 9.41169 3.17039  0.079
H 12.63202 10.38794 2.55999  0.068
H 11.09192 11.08829 2.95173  0.070
C 5.81511 10.22955 -6.18256  -0.083
C 6.69283 8.99223 -5.78609  -0.242
N 8.06673 9.40040 -5.47320  -0.186
C 8.16812 10.09195 -4.12988  -0.215
C 9.55637 10.70147 -3.90846  -0.073
C 8.94257 8.27456 -5.41943  -0.297
C 9.32399 7.71345 -6.79504  -0.067
H 4.92984 10.03510 -6.78801  0.058
H 6.40453 10.98472 -6.70256  0.071
H 5.49466 10.69752 -5.25174  0.051
H 6.28988 8.44566 -4.93346  0.106
H 6.70626 8.30457 -6.63169  0.094
H 7.45288 10.91447 -4.13183  0.096
H 7.89777 9.42555 -3.31078  0.105
H 10.18787 9.93563 -3.45813  0.043
H 10.09685 10.96133 -4.81865  0.090
H 9.48512 11.55925 -3.23971  0.046
H 8.50820 7.51891 -4.76489  0.111
H 9.86207 8.56743 -4.91262  0.090
H 9.96080 8.44915 -7.28627  0.076
H 8.48064 7.63291 -7.48088  0.052
H 9.79743 6.74066 -6.66224  0.072
C 20.75552 8.40218 2.61716  -0.088
C 21.77947 7.96739 1.56734  -0.277
N 21.08807 7.53085 0.35648  -0.166
C 21.85093 6.47945 -0.40156  -0.215
C 22.11087 5.13898 0.35769  -0.088
C 20.74097 8.69827 -0.51566  -0.256
C 19.84547 8.40598 -1.65726  -0.095
H 20.03071 7.64055 2.90470  0.074
H 20.29613 9.32801 2.27091  0.063
H 21.33918 8.58326 3.51974  0.062
H 22.45971 8.78869 1.34190  0.108
H 22.37750 7.17271 2.01339  0.093
H 21.26773 6.19965 -1.27888  0.091
H 22.75701 6.95411 -0.77814  0.106
H 21.27764 4.43635 0.36953  0.063
H 22.89309 4.55490 -0.12717  0.062
H 22.34484 5.18252 1.42139  0.050
H 21.56371 9.36913 -0.76291  0.108
H 20.15470 9.36290 0.11889  0.105
H 20.31373 7.62775 -2.25990  0.054
H 19.73083 9.29116 -2.28288  0.051
H 18.82539 8.10608 -1.41729  0.085
C 14.94387 16.27651 -3.82564  -0.058
C 13.64527 15.75759 -4.47016  -0.204
O 13.98451 14.73192 -5.43222  0.003
C 13.09625 13.73320 -5.80835  -0.309
O 11.97076 13.65666 -5.38472  0.141
C 13.67722 12.84607 -6.94101  -0.630
F 13.32463 13.36502 -8.08653  0.199
F 14.97797 12.77275 -6.85646  0.202
F 13.12731 11.66186 -6.76838  0.185
H 15.66914 16.67465 -4.53526  0.075
H 15.46914 15.54536 -3.21113  0.051
H 14.62960 17.05029 -3.12522  0.074
H 13.20409 16.62926 -4.95354  0.119
H 12.92506 15.49026 -3.69690  0.102
C 18.06589 9.18396 -5.73751  -0.070
C 16.74222 8.84947 -6.25899  -0.211
O 15.83105 8.52347 -5.18835  0.048
C 14.51344 8.42475 -5.38785  -0.331
O 13.93486 8.53620 -6.48299  0.112
C 13.76479 7.84788 -4.19683  -0.567
F 12.59780 8.46380 -4.11902  0.174
F 13.60438 6.50117 -4.22058  0.149
F 14.48263 8.03543 -3.11116  0.176
H 18.74717 9.46888 -6.53924  0.070
H 18.56121 8.34558 -5.24773  0.087
H 18.05664 10.06503 -5.09585  0.075
H 16.81989 8.10955 -7.05560  0.128
H 16.31558 9.69071 -6.80526  0.127
C 12.88759 20.93526 1.80037  -0.066
C 12.49102 19.76768 2.72562  -0.205
O 12.30450 18.54785 1.96497  -0.007
C 13.36443 17.73016 1.60681  -0.328
O 14.47212 17.95344 1.96976  0.174
C 12.98944 16.44771 0.77454  -0.517
F 11.68863 16.33612 0.48716  0.167
F 13.70827 16.40980 -0.35189  0.158
F 13.41489 15.36152 1.45292  0.157
H 12.94961 21.90292 2.29824  0.079
H 12.09641 20.94024 1.05063  0.076
H 13.80136 20.64795 1.28021  0.073
H 11.54717 20.12973 3.13328  0.116
H 13.20810 19.64686 3.53759  0.119
C 12.93926 11.98242 -2.52902  -0.044
C 14.03533 13.01036 -2.14312  -0.249
O 15.20762 12.39324 -1.79012  -0.052
C 16.05194 11.79877 -2.68779  -0.495
O 15.91483 11.83723 -3.93102  -0.063
C 17.15070 11.02363 -2.01736  -0.630
F 17.36756 11.47283 -0.84343  0.186
F 16.73530 9.69842 -1.92777  0.063
F 18.27559 11.10768 -2.73244  0.101
H 13.10430 11.52480 -3.50444  0.066
H 12.00342 12.54013 -2.56456  0.051
H 12.83468 11.12404 -1.86544  0.037
H 13.54625 13.63222 -1.39333  0.104
H 14.15150 13.69958 -2.97953  0.082

The net charge is -1. The multiplicity is 2. For the highest occupied orbital energy (alpha / beta), the calculation gives -0.608 / -5.389 eV. For the HOMO-LUMO gap (alpha / beta), the calculation gives 0.0962 / 0.2719 hartree. As for the total energy: -4176.010709 Ha.

---

Density functional theory data (the ωB97M-V functional and the def2-TZVPD basis) for 5 unconnected molecules or ions with the total composition C52H114F3NO5P3 in a non-equilibrium geometry.

Each line ends with the Löwdin charge.
Atoms and positions in Å:
C -26.01010 -16.05622 12.43814  -0.077
C -24.43936 -15.83141 12.42274  -0.231
C -24.06786 -14.39506 12.57521  -0.289
C -22.62350 -14.10376 12.85427  -0.290
P -22.29850 -12.40930 13.08130  1.009
C -20.46587 -11.93653 13.20716  -0.190
C -19.54166 -12.52178 12.06348  -0.218
C -18.67144 -13.71524 12.52176  -0.271
C -17.30145 -13.31740 13.03442  -0.107
C -23.18908 -11.78697 14.54502  -0.250
C -22.87375 -10.31083 14.85583  -0.239
C -23.97030 -9.68041 15.72310  -0.294
C -23.72958 -8.30203 16.16849  -0.134
C -23.04428 -11.49503 11.70250  -0.252
C -22.57071 -12.04741 10.31048  -0.212
C -23.36151 -11.35237 9.13027  -0.276
C -24.82193 -11.48713 9.21974  -0.114
H -26.40589 -16.97726 12.86608  0.075
H -26.47173 -15.87198 11.46806  0.067
H -26.51452 -15.36098 13.10918  0.066
H -24.05230 -16.27095 11.50345  0.111
H -24.02322 -16.30217 13.31343  0.114
H -24.71691 -13.98597 13.34946  0.114
H -24.40895 -13.94937 11.64080  0.099
H -21.97071 -14.53617 12.09599  0.114
H -22.29366 -14.50538 13.81240  0.120
H -20.18501 -12.26546 14.20767  0.097
H -20.50318 -10.85192 13.30887  0.081
H -18.94204 -11.86364 11.43467  0.117
H -20.21914 -13.03402 11.38030  0.058
H -18.62258 -14.42963 11.69996  0.110
H -19.15891 -14.16536 13.38655  0.105
H -17.30281 -12.56030 13.81857  0.078
H -16.74711 -12.84521 12.22335  0.071
H -16.78323 -14.19053 13.43090  0.082
H -22.84520 -12.34413 15.41647  0.114
H -24.25890 -11.97019 14.44491  0.102
H -22.69784 -9.71215 13.96211  0.098
H -21.93178 -10.25862 15.40180  0.116
H -24.17188 -10.19246 16.66399  0.125
H -24.93683 -9.61386 15.22363  0.116
H -23.41336 -7.69255 15.32195  0.075
H -22.93455 -8.22377 16.91005  0.085
H -24.69712 -7.89688 16.46485  0.086
H -22.49357 -10.56157 11.81859  0.086
H -24.12686 -11.38527 11.76626  0.104
H -22.96230 -13.05567 10.17570  0.094
H -21.49195 -11.93397 10.20318  0.095
H -22.94217 -11.76737 8.21374  0.109
H -23.02563 -10.31543 9.13657  0.106
H -25.23698 -11.70539 8.23577  0.085
H -25.32866 -10.62387 9.65113  0.088
H -24.96761 -12.38637 9.81828  0.066
C -3.09468 -23.68081 12.40158  -0.083
C -3.33962 -22.12987 12.49767  -0.257
C -4.17551 -21.75390 13.66048  -0.250
C -3.53009 -22.01902 15.09744  -0.233
P -4.49641 -21.89344 16.63747  1.020
C -4.01761 -20.35803 17.45748  -0.285
C -3.86740 -19.09672 16.58176  -0.249
C -3.20728 -17.96439 17.36802  -0.244
C -3.00535 -16.74309 16.44015  -0.098
C -6.25897 -21.88231 16.21832  -0.233
C -7.24247 -21.00000 17.10985  -0.221
C -8.61660 -20.81331 16.46883  -0.277
C -9.72429 -20.63587 17.48762  -0.114
C -4.26147 -23.35227 17.71238  -0.265
C -4.62299 -23.16676 19.20404  -0.245
C -4.92723 -24.46359 19.98525  -0.216
C -3.71116 -25.42070 19.80780  -0.103
H -2.36654 -24.10157 13.09503  0.063
H -2.74533 -23.81629 11.37800  0.073
H -3.97995 -24.29014 12.58356  0.074
H -3.80080 -21.85050 11.55037  0.113
H -2.44241 -21.51090 12.49609  0.111
H -5.08167 -22.35119 13.55938  0.098
H -4.65687 -20.77706 13.61385  0.109
H -2.57475 -21.49867 15.16579  0.101
H -3.11087 -23.01908 15.20810  0.079
H -3.04681 -20.62956 17.87211  0.101
H -4.59984 -20.15099 18.35539  0.103
H -4.86671 -18.78623 16.27667  0.115
H -3.36686 -19.35299 15.64801  0.098
H -2.28378 -18.24637 17.87373  0.113
H -3.95376 -17.70462 18.11861  0.111
H -2.44548 -15.97487 16.97352  0.075
H -3.92695 -16.28428 16.08203  0.074
H -2.54516 -17.01937 15.49147  0.071
H -6.66525 -22.89355 16.19753  0.103
H -6.42786 -21.55067 15.19382  0.082
H -6.80662 -20.04223 17.39411  0.098
H -7.51299 -21.41048 18.08269  0.098
H -9.01596 -21.65413 15.90171  0.112
H -8.55510 -19.97268 15.77769  0.112
H -9.86881 -21.52479 18.10165  0.078
H -10.72224 -20.41059 17.11153  0.085
H -9.42857 -19.88852 18.22391  0.076
H -3.19411 -23.56928 17.67061  0.095
H -4.83045 -24.11618 17.18247  0.106
H -5.52260 -22.56970 19.35344  0.095
H -3.92493 -22.47551 19.67626  0.112
H -5.74670 -24.95502 19.46080  0.105
H -5.21257 -24.37921 21.03385  0.113
H -3.42343 -25.42715 18.75648  0.050
H -3.85429 -26.45100 20.13352  0.076
H -2.81400 -25.07306 20.32000  0.075
C -6.25795 -10.56992 31.68937  -0.099
C -7.12503 -10.99606 30.44988  -0.223
C -8.39338 -10.12417 30.09468  -0.256
C -9.62047 -10.57217 30.82694  -0.250
P -11.12643 -9.58025 30.33941  1.048
C -10.69976 -7.80251 30.66567  -0.273
C -10.29829 -7.56772 32.10605  -0.240
C -9.87355 -6.06001 32.16550  -0.245
C -9.18088 -5.61773 33.48717  -0.093
C -11.48751 -9.93577 28.61491  -0.288
C -11.98175 -11.34994 28.41554  -0.243
C -12.58306 -11.39982 26.96082  -0.210
C -14.16920 -11.11519 26.96318  -0.073
C -12.59307 -9.95934 31.34461  -0.266
C -13.83826 -9.12971 30.97093  -0.232
C -15.24134 -9.69857 31.32253  -0.223
C -15.38060 -9.86433 32.85895  -0.102
H -6.64032 -11.12452 32.54630  0.061
H -6.43302 -9.51739 31.91219  0.061
H -5.18644 -10.75716 31.75935  0.072
H -7.31058 -12.05992 30.59780  0.103
H -6.40040 -10.88212 29.64364  0.099
H -8.41955 -10.29977 29.01924  0.105
H -8.08686 -9.08250 30.18983  0.105
H -9.54383 -10.50993 31.91246  0.101
H -9.65391 -11.64390 30.63104  0.106
H -11.47185 -7.09684 30.35906  0.105
H -9.91387 -7.60792 29.93587  0.093
H -9.38141 -8.13489 32.26654  0.095
H -10.96484 -7.82220 32.93009  0.120
H -10.83941 -5.55646 32.12486  0.103
H -9.27160 -5.72450 31.32100  0.110
H -8.27337 -6.21617 33.56709  0.068
H -9.80341 -5.84155 34.35346  0.072
H -8.91174 -4.56389 33.55853  0.074
H -10.63598 -9.69695 27.97775  0.109
H -12.28526 -9.25024 28.32902  0.097
H -12.73224 -11.72572 29.11099  0.098
H -11.23440 -12.13345 28.29030  0.111
H -12.40041 -12.33268 26.42743  0.103
H -12.05254 -10.65067 26.37310  0.095
H -14.60839 -11.71161 27.76287  0.064
H -14.53360 -11.30808 25.95417  0.072
H -14.51083 -10.10678 27.19661  0.057
H -12.36007 -9.79386 32.39648  0.096
H -12.69358 -11.02036 31.11607  0.089
H -13.81272 -9.00203 29.88873  0.083
H -13.68975 -8.09137 31.26741  0.111
H -15.35270 -10.74458 31.03694  0.101
H -16.03423 -9.13978 30.82537  0.112
H -14.59759 -10.53458 33.21355  0.066
H -16.33066 -10.24959 33.22918  0.077
H -15.24818 -8.87699 33.30136  0.072
C -28.45614 -16.04477 19.31592  -0.429
O -27.49434 -17.05636 19.78962  -0.115
O -29.57911 -16.89485 19.12270  -0.294
C -28.57569 -14.80928 20.31914  -0.561
F -28.64122 -15.17642 21.60853  0.113
F -27.68628 -13.80199 20.27445  0.096
F -29.76563 -14.20050 20.13934  0.093
C -26.11419 -16.72988 19.65041  -0.353
C -25.34894 -17.83377 20.12664  -0.123
H -25.70363 -18.16874 21.10138  0.080
H -25.59081 -18.68726 19.49327  0.084
H -24.28592 -17.69699 20.32512  0.080
H -25.82500 -15.78100 20.10215  0.111
H -25.88038 -16.64917 18.58884  0.106
H -28.16677 -15.67696 18.33149  0.113
N -17.93700 -15.93586 19.21096  -0.705
O -18.02544 -16.74696 20.10047  -0.061
O -16.83773 -15.36948 19.02799  -0.130
O -18.88821 -15.67213 18.46901  -0.103

The net charge is +1. For the highest occupied orbital energy, the calculation gives -4.463 eV. For the HOMO-LUMO gap, the calculation gives 0.0883 hartree. For the relative energy (zero: lowest compared OMol25 entry of this formula, charge and spin), the calculation gives 135.6 kcal/mol. As for the total energy: -3803.620808 Ha.